[1]
Entry from the Open Molecules 2025 dataset: a molecular structure, C21H15BBr2F4N4O6Ti (wB97M-V/def2-TZVPD).

CARTESIAN COORDINATES (ANGSTROEM)
Ti: 0.055 -0.412 0.036
O: 0.167 1.231 0.941
C: 0.641 1.810 2.010
C: 0.458 3.193 2.183
C: 0.933 3.826 3.308
C: 1.610 3.112 4.300
C: 1.797 1.756 4.139
C: 1.322 1.086 3.007
C: 1.530 -0.340 2.822
N: 1.204 -1.055 1.753
C: 1.612 -2.354 1.979
C: 2.188 -2.427 3.199
N: 2.131 -1.149 3.721
H: -0.074 3.724 1.406
H: 0.778 4.892 3.424
H: 1.984 3.613 5.182
H: 2.330 1.210 4.909
H: 1.454 -3.117 1.239
H: 2.616 -3.250 3.741
H: 2.454 -0.865 4.627
O: 4.538 1.172 -3.979
C: 3.579 0.841 -3.061
C: 3.781 -0.048 -2.073
C: 2.667 -0.384 -1.164
N: 1.501 0.458 -1.221
C: 1.411 1.332 -2.229
Br: -0.152 2.410 -2.281
C: 2.350 1.561 -3.186
H: 5.301 0.604 -3.828
H: 4.729 -0.551 -1.931
H: 3.016 -0.463 -0.123
H: 2.218 2.310 -3.947
O: 2.886 -2.773 -1.157
N: 2.131 -1.806 -1.371
O: 0.873 -1.862 -0.802
F: -1.077 -2.354 0.648
B: -1.933 -1.906 1.728
F: -1.571 -0.529 1.827
F: -1.620 -2.581 2.889
F: -3.253 -2.048 1.360
Br: -4.310 2.412 -3.012
C: -4.434 0.530 -2.810
C: -5.345 -0.133 -3.620
C: -5.462 -1.511 -3.538
C: -4.658 -2.227 -2.663
C: -3.736 -1.560 -1.876
C: -3.620 -0.172 -1.929
C: -2.639 0.487 -0.997
O: -2.883 1.491 -0.384
O: -1.503 -0.193 -0.933
H: -5.954 0.434 -4.310
H: -6.180 -2.023 -4.167
H: -4.743 -3.304 -2.597
H: -3.097 -2.100 -1.190

- Frontier orbital gap (alpha / beta): 6.77 / 6.97 eV
- Net charge: -1
- Expectation value of S²: 0.755
- Energy above the lowest of the compared OMol25 structures with the same formula, charge and spin: 189.1 kJ/mol
- Spin multiplicity: 2
- LUMO level (alpha / beta): 2.3 / 2.3 eV
- Maximum force: 0.3 eV/Å
- Highest occupied orbital energy (alpha / beta): -4.49 / -4.69 eV

Calculated atomic charges, method natural (NBO), unit e: 1.74 -0.67 0.39 -0.25 -0.19 -0.27 -0.18 -0.15 0.41 -0.52 -0.04 -0.09 -0.51 0.23 0.21 0.21 0.18 0.26 0.22 0.42 -0.67 0.35 -0.40 0.06 -0.64 0.23 0.07 -0.47 0.47 0.21 0.18 0.23 -0.44 0.30 -0.56 -0.52 1.35 -0.52 -0.55 -0.55 0.06 -0.06 -0.25 -0.20 -0.22 -0.16 -0.11 0.80 -0.56 -0.72 0.22 0.21 0.21 0.25



[2]
Entry from the Open Molecules 2025 dataset: a molecular structure, C21H15BeCl3F3GeN2O5S (wB97M-V/def2-TZVPD).

CARTESIAN COORDINATES (ANGSTROEM)
Be: 0.366 0.707 -0.360
F: 1.609 5.382 -1.692
C: 2.130 4.590 -2.639
F: 1.244 4.519 -3.637
F: 3.218 5.218 -3.118
C: 2.483 3.229 -2.100
C: 3.773 2.754 -2.192
C: 4.113 1.492 -1.701
C: 3.125 0.744 -1.113
N: 1.872 1.206 -1.018
C: 1.498 2.417 -1.508
S: -0.195 2.699 -1.275
H: 4.529 3.374 -2.654
H: 5.120 1.109 -1.780
H: 3.299 -0.242 -0.699
Cl: -3.680 -1.504 -1.288
Ge: -2.779 0.379 -1.840
Cl: -3.436 1.759 -0.301
Cl: -3.752 0.976 -3.673
O: 1.078 -1.574 0.115
C: 0.148 -1.600 -0.677
O: -0.433 -0.490 -1.076
C: -0.364 -2.867 -1.275
C: -0.343 -4.036 -0.525
C: -0.794 -5.220 -1.084
C: -1.223 -5.200 -2.395
C: -1.240 -4.060 -3.168
C: -0.816 -2.876 -2.587
N: -1.680 -6.477 -3.009
O: -1.856 -7.420 -2.268
O: -1.935 -6.469 -4.193
H: 0.023 -4.010 0.493
H: -0.813 -6.144 -0.527
H: -1.587 -4.104 -4.189
H: -0.841 -1.955 -3.155
C: 1.630 2.086 2.566
C: 0.324 1.393 2.332
O: 0.085 0.919 1.226
C: -0.683 1.272 3.401
C: -0.384 1.664 4.703
C: -1.341 1.543 5.697
C: -2.599 1.043 5.383
C: -2.902 0.656 4.082
C: -1.942 0.764 3.092
H: 2.153 2.205 1.622
H: 2.242 1.486 3.244
H: 1.472 3.059 3.031
H: 0.595 2.056 4.948
H: -1.108 1.841 6.710
H: -3.349 0.958 6.159
H: -3.884 0.273 3.838
H: -2.167 0.472 2.075

- Frontier orbital gap (alpha / beta): 6.99 / 6.77 eV
- Net charge: 0
- Expectation value of S²: 0.753
- Energy above the lowest of the compared OMol25 structures with the same formula, charge and spin: 23.3 kJ/mol
- Spin multiplicity: 2
- LUMO level (alpha / beta): -1.1 / -1.8 eV
- Maximum force: 0.8 eV/Å
- Highest occupied orbital energy (alpha / beta): -8.09 / -8.52 eV

Calculated atomic charges, method natural (NBO), unit e: 1.63 -0.31 0.98 -0.31 -0.33 -0.23 -0.09 -0.30 0.09 -0.72 0.11 -0.34 0.24 0.23 0.23 -0.43 1.19 -0.43 -0.41 -0.66 0.79 -0.94 -0.14 -0.16 -0.22 0.11 -0.22 -0.16 0.52 -0.37 -0.37 0.24 0.25 0.25 0.23 -0.72 0.66 -0.73 -0.13 -0.17 -0.22 -0.16 -0.20 -0.16 0.25 0.25 0.25 0.22 0.22 0.22 0.23 0.25



[3]
Entry from the Open Molecules 2025 dataset: a molecular structure, C21H15BrN7O2Ti (wB97M-V/def2-TZVPD).

CARTESIAN COORDINATES (ANGSTROEM)
Ti: 0.926 0.115 -0.616
N: -1.416 -3.289 -1.815
C: -0.163 -2.939 -1.495
N: -0.177 -1.693 -1.057
C: -1.505 -1.336 -1.117
N: -2.274 -2.293 -1.580
C: -1.942 -0.026 -0.682
C: -3.286 0.319 -0.548
N: -3.648 1.496 -0.065
C: -2.690 2.333 0.305
C: -1.344 2.008 0.176
N: -0.962 0.832 -0.327
H: -1.754 -4.165 -2.183
H: 0.699 -3.576 -1.591
H: -4.061 -0.381 -0.831
H: -2.995 3.288 0.711
H: -0.562 2.700 0.470
O: 2.425 2.782 0.709
C: 2.416 1.560 0.735
O: 2.719 0.777 -0.246
C: 1.865 0.838 1.936
C: 2.029 1.323 3.243
C: 1.443 0.645 4.272
C: 0.664 -0.501 3.991
C: 0.015 -1.239 5.001
C: -0.749 -2.330 4.690
C: -0.889 -2.732 3.351
C: -0.266 -2.039 2.346
C: 0.524 -0.910 2.638
N: 1.141 -0.234 1.625
H: 2.610 2.221 3.394
H: 1.553 0.970 5.298
H: 0.134 -0.918 6.028
H: -1.246 -2.892 5.470
H: -1.493 -3.600 3.120
H: -0.355 -2.350 1.315
Br: -0.305 -0.217 -6.446
C: 0.553 0.712 -5.043
C: 1.252 1.885 -5.281
C: 1.866 2.501 -4.203
C: 1.766 1.937 -2.944
N: 1.073 0.809 -2.720
C: 0.482 0.208 -3.759
H: 1.316 2.300 -6.277
H: 2.426 3.415 -4.342
H: 2.258 2.381 -2.086
H: -0.073 -0.701 -3.568

- Frontier orbital gap (alpha / beta): 6.07 / 8.16 eV
- Net charge: +1
- Expectation value of S²: 2.015
- Energy above the lowest of the compared OMol25 structures with the same formula, charge and spin: 0.0 kJ/mol
- Spin multiplicity: 3
- LUMO level (alpha / beta): -3.5 / -3.6 eV
- Maximum force: 1.3 eV/Å
- Highest occupied orbital energy (alpha / beta): -9.52 / -11.77 eV

Calculated atomic charges, method natural (NBO), unit e: 1.40 -0.31 0.22 -0.57 0.28 -0.21 0.07 0.07 -0.36 0.03 -0.01 -0.50 0.44 0.24 0.23 0.22 0.23 -0.59 0.69 -0.74 0.14 -0.24 -0.09 -0.11 -0.16 -0.20 -0.17 -0.24 0.24 -0.50 0.26 0.23 0.23 0.23 0.22 0.20 0.12 -0.11 -0.16 -0.22 0.06 -0.51 0.01 0.25 0.25 0.24 0.20



[4]
Entry from the Open Molecules 2025 dataset: a molecular structure, C21H15Cl3N7OOs (wB97M-V/def2-TZVPD).

CARTESIAN COORDINATES (ANGSTROEM)
Os: -0.563 -0.069 -0.178
N: -0.459 0.128 1.903
C: 0.933 0.015 2.358
C: 1.295 0.022 3.675
C: 2.658 -0.061 4.029
C: 3.621 -0.146 3.061
C: 3.260 -0.164 1.692
C: 4.195 -0.265 0.639
C: 3.760 -0.292 -0.665
C: 2.394 -0.218 -0.929
N: 1.476 -0.120 0.035
C: 1.898 -0.086 1.348
H: -1.042 -0.526 2.426
H: -0.807 1.061 2.139
H: 0.545 0.100 4.454
H: 2.933 -0.051 5.074
H: 4.668 -0.204 3.329
H: 5.253 -0.326 0.868
H: 4.453 -0.372 -1.491
H: 2.030 -0.254 -1.947
Cl: -0.565 4.801 -5.276
C: -0.596 3.956 -3.830
C: -0.602 2.533 -3.875
C: -0.613 1.868 -2.697
Cl: -0.624 0.120 -2.641
C: -0.622 2.524 -1.434
O: -0.615 1.863 -0.323
C: -0.625 3.961 -1.429
Cl: -0.645 4.761 0.061
C: -0.608 4.653 -2.615
H: -0.595 2.025 -4.831
H: -0.603 5.735 -2.618
N: -4.790 -0.613 -0.194
C: -3.808 0.280 -0.263
N: -2.656 -0.378 -0.204
C: -3.028 -1.695 -0.106
N: -4.319 -1.865 -0.097
C: -1.980 -2.699 -0.002
C: -2.200 -4.065 0.089
N: -1.192 -4.920 0.190
C: 0.036 -4.422 0.204
C: 0.283 -3.057 0.113
N: -0.729 -2.188 0.006
H: -5.790 -0.450 -0.207
H: -3.952 1.346 -0.343
H: -3.210 -4.460 0.082
H: 0.859 -5.120 0.291
H: 1.289 -2.666 0.124

- Frontier orbital gap (alpha / beta): 4.96 / 4.96 eV
- Net charge: +3
- Spin multiplicity: 1
- LUMO level (alpha / beta): -12.5 / -12.5 eV
- Maximum force: 1.0 eV/Å
- Highest occupied orbital energy (alpha / beta): -17.41 / -17.41 eV

Calculated atomic charges, method natural (NBO), unit e: 1.10 -0.73 0.05 -0.15 -0.16 -0.12 -0.11 -0.01 -0.26 0.11 -0.48 0.21 0.42 0.42 0.25 0.27 0.26 0.26 0.27 0.23 0.25 0.07 -0.23 -0.06 0.23 0.30 -0.44 -0.01 0.19 -0.25 0.29 0.29 -0.29 0.24 -0.53 0.28 -0.16 0.10 0.08 -0.28 0.05 0.02 -0.43 0.47 0.26 0.26 0.25 0.23